Record 1
A 5-piece molecular cluster, C25H43NO9 overall at a distorted geometry. Source: OMol25; level of theory: ωB97M-V/def2-TZVPD.

Structure (ORCA input):
```
! wB97M-V def2-TZVPD RIJCOSX def2/J DEFGRID3
* xyz 0 1
C 5.71581 0.92302 -0.23453
C 4.26489 0.67333 -0.61975
C 3.41216 1.73752 0.11526
C 4.19946 0.84883 -2.17678
C 4.63717 -0.35899 -2.91413
C 3.93171 -1.60534 -2.41365
C 4.08418 -1.91421 -0.94203
C 3.01773 -2.94513 -0.56279
C 5.53376 -2.49740 -0.55955
N 3.74831 -0.66128 -0.25622
O 3.94325 -0.80992 1.15469
H 6.37292 0.21281 -0.73073
H 5.93846 1.93621 -0.58271
H 5.82073 1.03672 0.84401
H 3.68259 1.83875 1.16792
H 3.64755 2.72029 -0.29590
H 2.35030 1.50449 0.03445
H 3.16714 1.02142 -2.50670
H 4.70892 1.77329 -2.45476
H 4.44866 -0.32473 -3.99363
H 5.72862 -0.43844 -3.00569
H 4.34976 -2.42345 -3.00676
H 2.87906 -1.50632 -2.68595
H 3.23128 -3.96335 -0.88261
H 2.05072 -2.56940 -0.90323
H 2.85385 -3.01091 0.51613
H 5.55701 -3.51757 -0.95082
H 5.64200 -2.59843 0.51800
H 6.36768 -1.98096 -1.03146
H 3.13081 -0.40460 1.47690
O -4.73087 -1.35327 -3.06211
C -5.37254 -1.60747 -2.09766
C -5.50856 -0.86150 -0.73721
C -5.77631 -2.05204 0.21967
C -6.48827 -3.06431 -0.66715
O -6.07691 -2.78239 -1.98548
H -4.74114 -0.11954 -0.53740
H -6.44496 -0.29725 -0.74794
H -4.92000 -2.58417 0.63860
H -6.37136 -1.78341 1.09225
H -6.22834 -4.04026 -0.26208
H -7.56685 -2.89155 -0.64117
O -0.22828 3.69220 -0.42324
C 0.34593 4.60567 -0.97218
C -0.16328 6.02692 -1.05404
C 1.18653 6.71669 -0.87389
C 2.14088 5.79843 -1.56698
O 1.63289 4.49636 -1.29843
H -0.69628 6.15951 -1.99954
H -0.88416 6.33935 -0.30394
H 1.11488 7.68353 -1.38188
H 1.30756 6.95815 0.18099
H 2.17279 5.94260 -2.65142
H 3.16808 5.80456 -1.19856
O -1.20607 -3.37632 -0.93147
C -1.15094 -2.18372 -0.95986
C -1.73475 -1.20869 0.04280
C -1.40612 0.18249 -0.54795
C -0.27925 -0.12947 -1.56320
O -0.40371 -1.50736 -1.87210
H -2.80050 -1.23797 0.24708
H -1.19491 -1.18980 0.99220
H -2.27711 0.38962 -1.17532
H -1.02817 0.94301 0.12578
H -0.25835 0.48381 -2.45636
H 0.57771 -0.04818 -0.88521
O -3.93956 -0.38832 2.80442
C -4.35001 -1.00650 3.73184
C -3.59429 -1.59492 4.90020
C -4.61600 -2.34800 5.71807
C -5.98713 -1.85834 5.16319
O -5.71481 -1.23723 3.90684
H -2.80198 -2.24203 4.52483
H -3.11352 -0.76200 5.41307
H -4.54719 -3.41931 5.55861
H -4.49450 -1.90232 6.70300
H -6.59973 -2.71753 4.90206
H -6.36703 -1.12399 5.87124
*
```

The HOMO-LUMO gap comes out at 8.57 eV. Its energy above the lowest of the compared OMol25 structures with the same formula, charge and spin is 0.0 kJ/mol. For the HOMO energy, the calculation gives -8.1 eV. The LUMO energy is 0.5 eV.

---

Record 2
A 6-piece molecular cluster, C25H44Br10ClNO5 overall at a distorted geometry. Source: OMol25; level of theory: ωB97M-V/def2-TZVPD.

Structure (ORCA input):
```
! wB97M-V def2-TZVPD RIJCOSX def2/J DEFGRID3
* xyz 0 1
C -3.57544 -1.76060 0.82392
C -3.58692 -1.60059 -0.66797
O -3.78705 -2.57196 -1.35282
N -3.43014 -0.35363 -1.29942
C -2.78508 -0.57125 -2.61527
C -1.47789 -1.25823 -2.70560
O -3.33637 -0.14066 -3.58227
C -2.79542 0.69204 -0.51814
O -1.48182 1.06522 -0.88510
C -1.43244 2.15396 -1.70917
O -0.56355 2.32605 -2.50594
C -2.61405 3.00497 -1.34569
C -2.32770 4.27151 -0.55335
C -1.71827 4.08563 0.84082
C -0.20787 3.79114 0.87676
Cl 0.14867 2.41976 1.99056
C -3.59081 2.02225 -0.71833
C -4.98528 1.95508 -1.30583
C -5.89370 3.08573 -0.81202
C -7.35673 2.62765 -0.73629
C -7.82868 2.33402 0.69268
O -8.34157 1.00481 0.79033
H -3.68070 -0.85243 1.39020
H -4.41791 -2.38555 1.06610
H -2.69835 -2.31109 1.11385
H -1.61192 -2.30525 -2.48605
H -1.12765 -1.13618 -3.70898
H -0.77317 -0.88555 -1.98097
H -2.75692 0.56640 0.54555
H -3.13277 3.37285 -2.22418
H -1.58784 4.81099 -1.13382
H -3.22311 4.86490 -0.49674
H -2.25579 3.36373 1.43214
H -1.84170 5.03536 1.34153
H 0.26167 3.60438 -0.07496
H 0.29467 4.62461 1.32808
H -3.75718 2.42860 0.27830
H -4.89818 2.08750 -2.37662
H -5.48759 1.02578 -1.09666
H -5.60704 3.40771 0.17723
H -5.84854 3.93778 -1.47714
H -7.50141 1.70921 -1.28170
H -8.01147 3.35219 -1.19178
H -7.03875 2.48015 1.41127
H -8.66340 2.97986 0.91401
H -7.75679 0.48152 1.33014
Br 2.44629 1.24511 -0.66337
C 3.60214 0.95976 0.87878
C 4.54566 -0.20904 0.73375
Br 3.64353 -1.91559 0.93679
H 2.93287 0.85884 1.72716
H 4.17749 1.87732 0.97765
H 5.29372 -0.17975 1.52275
H 5.03931 -0.24611 -0.23206
Br 2.76465 -3.50492 -6.03193
C 4.52655 -2.80192 -5.59830
C 4.84948 -2.98533 -4.14066
Br 3.89999 -1.70074 -3.03483
H 4.53355 -1.76101 -5.90274
H 5.22204 -3.36584 -6.21554
H 5.90303 -2.79414 -3.95751
H 4.59217 -3.97012 -3.77015
Br 6.92885 -4.40139 -1.93450
C 6.88693 -5.44137 -0.28382
C 6.39053 -4.61518 0.86915
Br 7.75670 -3.38299 1.50427
H 7.88377 -5.82728 -0.13451
H 6.20880 -6.26638 -0.48379
H 6.16012 -5.25166 1.71952
H 5.52273 -4.01669 0.61605
Br 7.82810 -7.81790 1.75599
C 9.57272 -7.06695 2.18675
C 9.89670 -7.22682 3.64688
Br 8.91252 -5.95833 4.74359
H 9.55482 -6.02791 1.87019
H 10.28222 -7.62064 1.57628
H 10.94711 -7.01063 3.82595
H 9.66091 -8.21641 4.02220
Br -1.88291 5.29846 4.54837
C -3.57782 6.09177 4.01794
C -4.69234 5.08168 4.03866
Br -4.58865 3.88546 2.50618
H -3.42699 6.52843 3.03627
H -3.76790 6.88151 4.74062
H -5.65710 5.57649 3.95576
H -4.68229 4.45783 4.92545
*
```

The HOMO-LUMO gap comes out at 9.95 eV. For the HOMO energy, the calculation gives -9.8 eV. The LUMO energy is 0.2 eV.

---

Record 3
A 12-piece molecular cluster, C25H44Cl2F5NO14 overall at a distorted geometry. Source: OMol25; level of theory: ωB97M-V/def2-TZVPD.

Structure (ORCA input):
```
! wB97M-V def2-TZVPD RIJCOSX def2/J DEFGRID3
* xyz 0 1
C 4.48495 1.66615 0.15973
C 2.86201 1.81485 0.53808
N 2.05600 2.07919 -0.69656
C 1.57996 0.84657 -1.42181
C 1.74790 1.34650 -2.99433
Cl 2.39166 3.09622 -3.31125
C 1.44913 0.54699 -4.20451
C 0.84736 -0.96991 -4.10784
Cl 1.71940 1.27362 -5.90463
C 2.10114 -0.64274 -0.98840
O 3.30637 -1.17084 -0.77850
O 0.94624 -1.54670 -0.88290
C -0.13291 -0.80335 -0.14832
C 0.43998 -0.98296 1.41393
C 1.35311 -2.30444 1.88217
C 1.97295 -2.51378 3.38712
C 1.73265 -1.39539 4.58018
C 0.82442 -0.06227 4.14659
C 0.19502 0.13726 2.61030
C -1.42426 -1.75033 -0.45686
F -1.24302 -3.07707 0.24427
F -1.57903 -2.12527 -1.91230
C -2.87651 -1.18255 0.02080
C -3.18641 0.06688 1.02815
C -4.72497 0.57424 1.43504
C -6.03492 -0.18728 0.78017
C -5.74600 -1.41834 -0.26435
C -7.08058 -2.14565 -0.96257
F -8.32958 -1.91824 -0.19239
F -7.26779 -1.40240 -2.26487
F -6.83797 -3.56034 -1.34388
C -4.21456 -1.94190 -0.63579
C 0.02439 0.67987 -0.82576
C -1.11927 1.27157 -1.83715
C -1.07822 2.93816 -1.98610
O -1.46303 3.47927 -3.14699
H 5.08430 2.54388 0.70016
H 4.84656 0.64984 0.62110
H 4.62250 1.72245 -1.02063
H 2.47645 0.96618 1.24315
H 2.81563 2.81390 1.19184
H 1.33089 2.81709 -0.59228
H -0.27940 -0.98694 -3.79349
H 1.52580 -1.72812 -3.48496
H 0.87286 -1.40665 -5.21959
H 1.59956 -3.14966 1.08686
H 2.63413 -3.45856 3.63471
H 2.20613 -1.52344 5.66763
H 0.67461 0.73683 5.00635
H -0.39044 1.13387 2.43022
H -2.30375 0.67247 1.49788
H -4.92725 1.49250 2.16666
H -7.12684 0.15035 1.05834
H -4.07572 -2.83701 -1.40012
H -0.13237 1.37884 0.13010
H -1.02418 0.88127 -2.96066
H -2.23131 1.03517 -1.52332
H -0.75907 3.64063 -1.08299
O -1.30080 -5.52567 -2.17089
H -1.40476 -4.67087 -1.72667
H -1.28316 -5.29948 -3.11286
O -9.18368 1.20455 1.05016
H -9.02144 0.25452 0.95040
H -10.08360 1.32524 0.71198
O 4.16750 -4.55845 4.24017
H 4.93251 -4.90684 4.72205
H 4.14919 -5.07810 3.42261
O 4.44517 -4.15142 1.55390
H 4.34121 -3.29661 1.99812
H 4.46282 -3.92522 0.61193
O 7.11415 3.25312 0.27382
H 7.27537 4.09658 -0.17496
H 7.85968 2.69706 0.00221
O -1.39051 6.01538 -1.18537
H -1.41195 6.95563 -1.41840
H -1.94835 5.59492 -1.85679
O -2.39142 0.12259 4.79095
H -2.35306 -0.83956 4.89875
H -2.70632 0.44211 5.64974
O 2.70858 -3.68627 -3.32424
H 2.74694 -4.64842 -3.21644
H 2.39368 -3.36675 -2.46545
O 3.72354 0.93657 3.13672
H 4.37314 0.21890 3.17920
H 4.25252 1.71870 2.91941
O -3.97999 2.36479 -4.19897
H -3.06529 2.66365 -4.08563
H -4.00553 2.02809 -5.10713
O 3.84517 4.90661 1.37133
H 3.74121 5.76142 1.81554
H 3.86282 5.13281 0.42936
*
```

The HOMO-LUMO gap comes out at 7.58 eV. For the HOMO energy, the calculation gives -8.5 eV. The LUMO energy is -0.9 eV.